## a
Density functional theory data (wB97M-V/def2-TZVPD) for a 2-piece molecular cluster, C2H8NO overall.

Structure (ORCA input):
```
! RIJCOSX wB97M-V def2-TZVPD def2/J DEFGRID3
* xyz 1 1
C -1.5764 -0.1747 -0.9343
C -0.9936 2.1384 -0.5708
N -0.6419 0.9077 -0.5812
H -2.2305 -0.4530 -0.1117
H -2.2664 0.2576 -1.6615
H -1.0723 -1.0470 -1.3267
H -1.8921 2.3988 -1.1227
H -0.3364 2.8422 -0.0729
H 0.3542 0.7138 -0.5337
H 3.4788 -3.2655 1.9699
H 3.8736 -2.0002 2.8269
O 3.3031 -2.3182 2.1187
*
```

Computed properties:
**Gap between HOMO and LUMO**: 8.07 eV
**M**: 62.092 g mol⁻¹

---

## b
Density functional theory data (wB97M-V/def2-TZVPD) for a 2-piece molecular cluster, C2H8NO overall.

Structure (ORCA input):
```
! RIJCOSX wB97M-V def2-TZVPD def2/J DEFGRID3
* xyz 1 1
C -1.1075 1.1912 -0.5567
C 1.1317 0.6780 0.1186
N -0.0425 0.3102 -0.2119
H -1.8152 1.3729 0.2637
H -1.7920 0.8929 -1.3488
H -0.8387 2.2209 -0.8080
H 1.3517 1.7059 -0.1641
H 1.8871 -0.0313 0.4255
H -0.2326 -0.6999 -0.2462
H 0.2961 -3.2244 0.5199
H 0.6093 -2.1025 1.4658
O 0.5527 -2.3138 0.5421
*
```

Computed properties:
**Gap between HOMO and LUMO**: 11.34 eV
**M**: 62.092 g mol⁻¹

---

Pick b: it beats the second-best structure by 0.531 eV.

---

## a
Density functional theory data (wB97M-V/def2-TZVPD) for a 2-piece molecular cluster, C2H3ClN2 overall.

Structure (ORCA input):
```
! RIJCOSX wB97M-V def2-TZVPD def2/J DEFGRID3
* xyz 0 1
C -1.1512 -1.0492 -0.2368
C -1.5606 0.3232 -0.5690
N -0.7993 -2.0741 0.1896
N -1.5420 1.3754 0.1062
Cl 3.6730 -0.2787 -0.0568
H -1.9699 0.4703 -1.6207
H 4.3363 -0.1801 1.1557
H -0.9863 1.4132 1.0318
*
```

Computed properties:
**Gap between HOMO and LUMO**: 10.94 eV
**SMILES**: [H]/N=C\C#N.Cl
**M**: 90.513 g mol⁻¹

---

## b
Density functional theory data (wB97M-V/def2-TZVPD) for an isolated molecule of C2H3ClN2.

Structure (ORCA input):
```
! RIJCOSX wB97M-V def2-TZVPD def2/J DEFGRID3
* xyz 0 1
C 1.1493 -0.9068 0.2354
C -0.9041 0.2756 -0.0532
N 1.5014 -1.9712 -0.0186
N 0.4579 0.1711 0.5335
Cl 1.4626 1.6238 0.1336
H -1.3350 1.2758 0.1858
H -0.7585 0.1789 -1.2054
H -1.5736 -0.6472 0.1888
*
```

Computed properties:
**Gap between HOMO and LUMO**: 9.74 eV
**SMILES**: CN(Cl)C#N
**M**: 90.513 g mol⁻¹

---

Pick a: it beats the second-best structure by 0.778 eV.

---

## a
Density functional theory data (wB97M-V/def2-TZVPD) for C2H3ClN2 as an isolated structure.

Structure (ORCA input):
```
! RIJCOSX wB97M-V def2-TZVPD def2/J DEFGRID3
* xyz 0 1
C -1.4503 -0.5051 -0.5829
C -0.2161 -0.0779 -0.0621
N -2.3560 -1.2305 -1.0086
N -1.4910 -2.3483 -1.2926
Cl -1.5782 -3.5704 -0.1035
H 0.6199 -0.8047 -0.2325
H -0.2450 0.2204 1.0328
H 0.3526 0.9014 -0.3896
*
```

Computed properties:
**Gap between HOMO and LUMO (spin up / spin down)**: 7.48 / 8.69 eV
**M**: 90.513 g mol⁻¹

---

## b
Density functional theory data (wB97M-V/def2-TZVPD) for a 2-piece molecular cluster, C2H3ClN2 overall.

Structure (ORCA input):
```
! RIJCOSX wB97M-V def2-TZVPD def2/J DEFGRID3
* xyz 0 1
C 0.6802 -1.1948 0.1297
C 0.4402 0.1530 0.4577
N 0.9686 -2.2408 -0.2564
N -1.3002 0.8151 -0.2532
Cl 1.6739 1.2960 -0.0643
H 0.3731 0.1647 1.5229
H -0.8443 0.9718 -1.1188
H -1.9915 0.0351 -0.4176
*
```

Computed properties:
**Gap between HOMO and LUMO**: 10.40 eV
**M**: 90.513 g mol⁻¹

---

Pick b: it beats the second-best structure by 3.349 eV.